# 1
C5H8O2 as an isolated structure, computed with ωB97M-V/def2-TZVPD.

CARTESIAN COORDINATES (ANGSTROEM)
1 H -2.37989 -0.22002 0.53877
2 H -0.39154 -1.95807 0.34620
3 H -1.17340 0.68490 1.53901
4 H 1.95561 -1.63974 0.78392
5 C -0.92085 0.79515 -0.72839
6 H 1.54103 -1.65057 1.51957
7 H 0.68799 1.96197 0.27617
8 C -0.36273 -0.90106 0.09106
9 O 2.09533 -0.59831 -0.35572
10 H -1.54547 1.44292 -1.33884
11 C 0.53494 1.20252 -0.49697
12 H 1.10066 1.45449 -1.39146
13 O -0.77563 -0.55829 -1.27300
14 C 0.98928 -0.17291 -0.10956
15 C -1.35533 0.15702 0.59923

The value obtained for the maximum force is 3.414 eV Å⁻¹. For the energy relative to the best compared isomer or geometry (same formula, charge and spin), the calculation gives 93.39 kcal per mole. For the HOMO-LUMO gap, the calculation gives 10.38 eV. As for the HOMO energy: -9.48 eV.

Results of the natural (NBO) charge analysis, in e, for atoms 1 through 8: H 0.23; H 0.23; H 0.21; H 0.10; C 0.08; H -0.16; H 0.24; C -0.02

---

# 2
C5H8O2 as an isolated structure, computed with ωB97M-V/def2-TZVPD.

CARTESIAN COORDINATES (ANGSTROEM)
1 H 1.50752 -0.70072 1.31168
2 H -2.67456 -0.05642 1.21820
3 C -2.14538 -0.06558 -0.01222
4 C -1.00850 0.80519 -0.23454
5 H -0.75157 -0.64411 1.22380
6 O 0.37092 -1.50271 -0.22260
7 H 0.48969 1.40662 1.48442
8 C 0.45924 1.41798 0.25091
9 C -0.83583 -0.68292 0.17270
10 H -1.16595 0.62753 -1.34820
11 H 0.87612 2.40969 -0.07836
12 C 1.43427 -0.66317 0.12823
13 O 1.47952 0.67954 -0.35649
14 H 2.38974 -1.26165 -0.10961
15 H -2.89737 -0.06458 -0.89976

The value obtained for the maximum force is 7.013 eV Å⁻¹. For the energy relative to the best compared isomer or geometry (same formula, charge and spin), the calculation gives 157.68 kcal per mole. For the HOMO-LUMO gap, the calculation gives 10.30 eV. As for the HOMO energy: -9.34 eV.

Results of the natural (NBO) charge analysis, in e, for atoms 1 through 8: H 0.12; H 0.19; C -0.35; C -0.33; H 0.16; O -0.50; H 0.18; C -0.05

---

# 3
An isolated molecule of C5H8O2, computed with ωB97M-V/def2-TZVPD.

CARTESIAN COORDINATES (ANGSTROEM)
1 C 0.56336 0.43688 0.77642
2 H -1.10498 1.83813 0.64553
3 H 1.85479 0.38341 -2.61998
4 C -0.86134 0.77330 0.65444
5 C 1.00291 -0.62901 -1.31366
6 O 1.98667 0.17462 -1.68288
7 O -0.30304 0.32908 1.89002
8 C 1.17145 -0.82388 0.17534
9 H 2.22353 -0.90564 0.47895
10 H -2.08005 0.16204 -1.01387
11 H -1.59608 -1.16633 0.04969
12 H 1.26531 1.27006 0.83356
13 H 0.62112 -1.70301 0.51770
14 C -1.90106 -0.11797 0.02858
15 H -2.84258 -0.02168 0.58014

The value obtained for the maximum force is 0.458 eV Å⁻¹. For the energy relative to the best compared isomer or geometry (same formula, charge and spin), the calculation gives 88.04 kcal per mole. For the HOMO-LUMO gap, the calculation gives 9.54 eV. As for the HOMO energy: -8.75 eV.

Results of the natural (NBO) charge analysis, in e, for atoms 1 through 8: C 0.06; H 0.18; H 0.50; C 0.06; C 0.27; O -0.66; O -0.49; C -0.59

---

Question: maximum force of number 2 (C5H8O2)?
Answer: 7.013 eV Å⁻¹